Record 1
ORCA calculation (ωB97M-V with the def2-TZVPD basis set) on C4H7ClFInO4S as an isolated structure.

XYZ file:
```
19
C4H7ClFInO4S (ωB97M-V with the def2-TZVPD basis set)
C -2.2412 0.3877 1.6695
C -1.5357 -0.9780 1.1568
Cl -2.2096 -1.4771 -0.4985
C 0.0513 -0.7337 1.1237
In 0.7597 0.6991 -0.4802
C 2.9976 1.0371 -0.1041
O 3.5345 2.1925 -0.1950
O 3.7069 -0.1099 0.1942
S 0.6549 -0.3263 -2.8253
O -0.7297 -0.3361 -3.4160
O 1.3088 -1.6796 -2.7620
F 1.6707 0.6745 -3.7897
H -2.0177 0.5817 2.7666
H -3.3777 0.3691 1.5000
H -1.7665 1.2182 1.0371
H -1.7345 -1.8314 1.9039
H 0.6365 -1.7175 1.0354
H 0.3835 -0.2773 2.1272
H -0.0915 2.3069 -0.4434
```

Properties
DFT total energy = -1605.8981 Ha
frontier orbital gap = 5.0 eV
charge = -2
energy relative to the best compared isomer or geometry (same formula, charge and spin) = 1.681 eV
lowest unoccupied orbital energy = 5.156 eV

Table of Mulliken atomic charges, one value per atom, all in e:
1 C -0.87
2 C 0.19
3 Cl -0.23
4 C -1.11
5 In 0.60
6 C 0.24
7 O -0.66
8 O -0.67
9 S 0.77
10 O -0.58
11 O -0.57
12 F -0.35
13 H 0.27
14 H 0.28
15 H 0.16
16 H 0.29
17 H 0.30
18 H 0.27
19 H -0.32

Record 2
ORCA calculation (ωB97M-V with the def2-TZVPD basis set) on C46H46AsF6HgN3O2P2S2 as an isolated structure.

XYZ file:
```
109
C46H46AsF6HgN3O2P2S2 (ωB97M-V with the def2-TZVPD basis set)
Hg -1.2978 -0.2716 0.0296
N -3.2154 -1.2343 1.1174
C -3.2939 -0.5419 2.4050
C -2.7234 0.9232 2.3296
O -3.0979 1.7113 3.1730
O -1.8902 1.1633 1.4013
H -4.0055 -0.9566 0.5366
H -3.2691 -2.2451 1.2173
H -2.6868 -1.0850 3.1368
H -4.3187 -0.4705 2.7839
S -0.1017 1.5379 -1.5396
C -1.1412 1.8190 -2.8170
N -0.6805 2.2805 -3.9780
C -1.5990 2.5702 -5.0571
C -2.8333 3.2358 -4.4707
N -3.4067 2.3275 -3.5066
C -4.8483 2.2062 -3.3950
C -5.3923 2.8732 -2.1510
C -6.0944 2.1409 -1.2036
C -6.5666 2.7538 -0.0575
C -6.3450 4.1038 0.1486
C -5.6525 4.8434 -0.7945
C -5.1802 4.2297 -1.9416
C -2.6041 1.6269 -2.6930
S -3.2714 0.5886 -1.5879
C 0.7078 2.6449 -4.1844
C 0.8343 4.1440 -4.0819
C 0.6093 4.7701 -2.8600
C 0.6606 6.1486 -2.7653
C 0.9438 6.9136 -3.8845
C 1.1737 6.2952 -5.1008
C 1.1165 4.9149 -5.2000
H -1.8747 1.6385 -5.5634
H -1.1088 3.2323 -5.7704
H -3.5667 3.4487 -5.2495
H -2.5436 4.1833 -3.9962
H -5.0940 1.1406 -3.3722
H -5.2927 2.6577 -4.2850
H -6.2634 1.0871 -1.3664
H -7.0940 2.1737 0.6842
H -6.7078 4.5770 1.0464
H -5.4727 5.8965 -0.6335
H -4.6440 4.8069 -2.6831
H 1.0113 2.2870 -5.1711
H 1.3020 2.1532 -3.4126
H 0.4013 4.1729 -1.9853
H 0.4876 6.6262 -1.8128
H 0.9891 7.9894 -3.8093
H 1.4009 6.8859 -5.9749
H 1.3069 4.4344 -6.1499
C 2.2070 -1.8427 1.5535
C 3.2872 -0.9263 1.0358
As 5.0674 -1.8258 0.7945
C 4.4566 -3.4312 -0.1341
C 3.6171 -3.3091 -1.2370
C 3.2099 -4.4254 -1.9454
C 3.6534 -5.6818 -1.5680
C 4.5191 -5.8132 -0.4956
C 4.9271 -4.6938 0.2083
C 5.2843 -2.5586 2.6097
C 4.5174 -3.5878 3.1464
C 4.7669 -4.0660 4.4200
C 5.7992 -3.5350 5.1753
C 6.5782 -2.5174 4.6494
C 6.3188 -2.0339 3.3801
P 0.4884 -1.1458 1.7305
C -0.1613 -2.5629 2.6641
C -0.9507 -3.4888 1.9867
C -1.3848 -4.6336 2.6323
C -1.0463 -4.8497 3.9600
C -0.2349 -3.9427 4.6259
C 0.2236 -2.8086 3.9796
C 0.6476 0.3058 2.8155
C 0.0645 0.4808 4.0642
C 0.1882 1.7001 4.7100
C 0.8774 2.7445 4.1188
C 1.4273 2.5840 2.8568
C 1.2935 1.3785 2.2011
H 2.4730 -2.2207 2.5473
H 2.0717 -2.6967 0.8763
H 3.4567 -0.0914 1.7216
H 3.0027 -0.5107 0.0658
H 3.2682 -2.3308 -1.5465
H 2.5359 -4.3127 -2.7801
H 3.3345 -6.5583 -2.1136
H 4.8753 -6.7909 -0.2006
H 5.6126 -4.8037 1.0417
H 3.7307 -4.0431 2.5570
H 4.1558 -4.8628 4.8217
H 6.0043 -3.9264 6.1612
H 7.3904 -2.1070 5.2308
H 6.9321 -1.2397 2.9651
H -1.1950 -3.3218 0.9442
H -1.9750 -5.3626 2.0955
H -1.4009 -5.7331 4.4717
H 0.0517 -4.1262 5.6521
H 0.8799 -2.1187 4.4949
H -0.5229 -0.3072 4.5158
H -0.2695 1.8386 5.6783
H 0.9427 3.6976 4.6228
H 1.9313 3.4061 2.3730
H 1.6528 1.2547 1.1864
F -2.2036 -2.5419 -1.4495
P -0.9052 -2.8282 -2.4293
F -0.9467 -1.2450 -2.8805
F 0.3994 -3.0544 -3.3349
F -0.8873 -4.3468 -1.9157
F -1.8819 -3.1873 -3.6458
F 0.0774 -2.3952 -1.1695
```

Properties
DFT total energy = -6562.9604 Ha
frontier orbital gap = 6.7 eV
energy relative to the best compared isomer or geometry (same formula, charge and spin) = 1.518 eV
lowest unoccupied orbital energy = -1.298 eV

Here are the Mulliken charges for atoms 1 to 99, given in e:
1 Hg 2.87
2 N -0.45
3 C -0.42
4 C 0.72
5 O -0.76
6 O -1.01
7 H 0.25
8 H 0.10
9 H 0.04
10 H 0.45
11 S -0.39
12 C 0.12
13 N 0.29
14 C -1.03
15 C -0.59
16 N 0.32
17 C -1.72
18 C 0.76
19 C -0.17
20 C -0.62
21 C -0.43
22 C -0.79
23 C -0.27
24 C -0.35
25 S -0.31
26 C -1.55
27 C 0.80
28 C -0.02
29 C -0.89
30 C -0.40
31 C -0.67
32 C -0.33
33 H 0.32
34 H 0.50
35 H 0.56
36 H 0.25
37 H 0.56
38 H 0.56
39 H 0.42
40 H 0.40
41 H 0.40
42 H 0.40
43 H 0.35
44 H 0.48
45 H 0.45
46 H 0.44
47 H 0.44
48 H 0.40
49 H 0.39
50 H 0.42
51 C -0.04
52 C -1.29
53 As 0.28
54 C 0.22
55 C -0.25
56 C -0.40
57 C -0.63
58 C -0.51
59 C -0.43
60 C 0.13
61 C 0.10
62 C -0.83
63 C -0.47
64 C -0.55
65 C -0.65
66 P 0.12
67 C 0.99
68 C -0.45
69 C -0.78
70 C -0.59
71 C -0.97
72 C -0.67
73 C 1.15
74 C -0.53
75 C -0.75
76 C -0.64
77 C -0.99
78 C -0.70
79 H 0.09
80 H 0.37
81 H 0.62
82 H 0.29
83 H 0.25
84 H 0.46
85 H 0.39
86 H 0.40
87 H 0.47
88 H 0.61
89 H 0.41
90 H 0.39
91 H 0.40
92 H 0.34
93 H 0.58
94 H 0.48
95 H 0.39
96 H 0.43
97 H 0.57
98 H 0.37
99 H 0.42

Record 3
ORCA calculation (ωB97M-V with the def2-TZVPD basis set) on one molecule with the formula C9H17NO3S.

XYZ file:
```
31
C9H17NO3S (ωB97M-V with the def2-TZVPD basis set)
C 0.5622 -1.1507 -0.0497
C -0.7675 2.0166 -0.7102
C -0.9861 0.5471 -0.7569
C -1.1244 0.4349 1.8643
C -3.1954 0.4078 -2.0996
C 4.5085 -0.6035 1.5153
C -1.8108 0.2063 0.5400
C -1.7791 -0.0746 -1.9269
C 3.7911 -1.7290 0.7336
N 1.7117 -0.8482 0.5473
O -0.0686 -2.1599 -0.1592
O 0.2491 0.0325 -0.6650
O 2.4699 -1.9641 0.9217
S -1.8060 3.3601 -0.5135
H 0.2508 2.3126 -0.4803
H -0.0981 0.3227 1.6082
H -1.3492 -0.4012 2.4468
H -1.3351 1.3817 2.3388
H -3.6212 -0.2117 -2.9596
H -3.1321 1.4658 -2.3944
H -3.6544 0.1112 -1.1983
H 5.4902 -0.9088 1.8427
H 4.6054 0.2562 0.8853
H 3.7560 -0.4228 2.3323
H -2.7977 0.7257 0.4394
H -2.2171 -0.8225 0.4700
H -1.1724 0.1317 -2.8245
H -1.8001 -1.1218 -1.6771
H 4.3479 -2.6989 0.7922
H 4.0228 -1.4304 -0.2511
H -3.0504 2.8352 -0.6117
```

Properties
DFT total energy = -1031.5698 Ha
frontier orbital gap (alpha / beta) = 10.4 / 4.8 eV
energy relative to the best compared isomer or geometry (same formula, charge and spin) = 4.923 eV
lowest unoccupied orbital energy (alpha / beta) = 0.411 / -2.184 eV

Table of natural (NBO) atomic charges, one value per atom, all in e:
1 C 0.78
2 C -0.40
3 C 0.20
4 C -0.63
5 C -0.62
6 C -0.64
7 C -0.43
8 C -0.40
9 C -0.09
10 N -0.08
11 O -0.53
12 O -0.51
13 O -0.28
14 S 0.10
15 H 0.23
16 H 0.20
17 H 0.22
18 H 0.22
19 H 0.22
20 H 0.21
21 H 0.21
22 H 0.22
23 H 0.21
24 H 0.22
25 H 0.21
26 H 0.22
27 H 0.21
28 H 0.22
29 H 0.20
30 H 0.18
31 H 0.12

Record 4
ORCA calculation (ωB97M-V with the def2-TZVPD basis set) on C22H22ClFeN7O6PS2 as an isolated structure.

XYZ file:
```
62
C22H22ClFeN7O6PS2 (ωB97M-V with the def2-TZVPD basis set)
Fe 0.0680 -0.3547 -1.7735
O 2.6031 -2.7012 0.3483
C 1.9448 -1.6928 0.5530
O 1.3341 -0.9873 -0.3387
C 1.8649 -1.0584 1.9459
P 0.6367 0.3003 1.8833
C -0.9628 -0.5567 2.0103
C -2.0808 0.1718 2.4250
C -3.3277 -0.4255 2.4943
C -3.4850 -1.7560 2.1265
C -2.3853 -2.4879 1.7116
C -1.1298 -1.8950 1.6505
C 0.8401 1.0787 3.5308
C 0.1428 0.6984 4.6776
C 0.3668 1.3540 5.8820
C 1.2728 2.4039 5.9515
C 1.9730 2.7868 4.8150
C 1.7615 2.1235 3.6152
H 2.8409 -0.6279 2.1686
H 1.6287 -1.7798 2.7260
H -1.9694 1.2147 2.6991
H -4.1865 0.1518 2.8147
H -4.4666 -2.2145 2.1555
H -2.5024 -3.5275 1.4281
H -0.2804 -2.4910 1.3412
H -0.5786 -0.1070 4.6334
H -0.1705 1.0401 6.7697
H 1.4340 2.9180 6.8914
H 2.6767 3.6099 4.8613
H 2.3022 2.4277 2.7230
C -2.3291 3.4191 1.4466
O -1.1849 2.5982 1.1744
C -0.4181 2.9046 0.1312
S -0.6620 4.1814 -0.8689
S 0.9265 1.8403 -0.1240
H -2.7449 3.0332 2.3746
H -3.0459 3.3475 0.6310
H -2.0326 4.4589 1.5708
N 3.5277 -3.4721 -3.4422
N 2.2810 -3.3883 -2.8687
N 1.7040 -4.4171 -2.3082
C 0.5280 -3.9017 -1.9808
N 0.4161 -2.6217 -2.3518
N 1.5657 -2.3104 -2.9368
H 4.0251 -4.2378 -3.0182
H 4.0009 -2.5869 -3.3436
H -0.2439 -4.4617 -1.4779
O -3.7725 0.2184 -1.9409
N -2.5755 0.0308 -1.9274
O -1.7667 0.8135 -1.3251
O -2.0244 -0.9470 -2.5188
Cl -1.0088 -1.0169 -7.2376
C -0.1556 -0.0347 -6.1043
C 0.6004 1.0439 -6.5273
C 1.3061 1.7628 -5.5771
C 1.2214 1.3888 -4.2510
N 0.4658 0.3658 -3.8483
C -0.2148 -0.3410 -4.7579
H 0.6187 1.3273 -7.5715
H 1.9087 2.6129 -5.8666
H 1.7550 1.9236 -3.4745
H -0.8364 -1.1503 -4.3998
```

Properties
spin multiplicity = 6
DFT total energy = -4547.7645 Ha
frontier orbital gap (alpha / beta) = 6.3 / 7.7 eV
lowest unoccupied orbital energy (alpha / beta) = 0.072 / -0.386 eV

Table of natural (NBO) atomic charges, one value per atom, all in e:
1 Fe 1.57
2 O -0.66
3 C 0.80
4 O -0.91
5 C -0.85
6 P 1.14
7 C -0.41
8 C -0.19
9 C -0.20
10 C -0.20
11 C -0.23
12 C -0.15
13 C -0.28
14 C -0.22
15 C -0.21
16 C -0.21
17 C -0.20
18 C -0.23
19 H 0.27
20 H 0.26
21 H 0.22
22 H 0.22
23 H 0.22
24 H 0.22
25 H 0.21
26 H 0.22
27 H 0.22
28 H 0.22
29 H 0.22
30 H 0.22
31 C -0.26
32 O -0.53
33 C 0.03
34 S -0.12
35 S -0.07
36 H 0.19
37 H 0.21
38 H 0.21
39 N -0.60
40 N 0.20
41 N -0.25
42 C 0.15
43 N -0.36
44 N -0.08
45 H 0.40
46 H 0.39
47 H 0.22
48 O -0.38
49 N 0.72
50 O -0.60
51 O -0.58
52 Cl 0.04
53 C -0.07
54 C -0.17
55 C -0.24
56 C 0.05
57 N -0.54
58 C 0.03
59 H 0.24
60 H 0.23
61 H 0.22
62 H 0.25

Molar mass readings, ordered: 320.432, 1188.475, 219.306, 666.867 g mol⁻¹